Record 1
{"formula": "C4H12N2O", "method": "wB97M-V/def2-TZVPD", "energy_ev": -9362.6350, "de_lowest_kcal_mol": 197.4, "homo_energy_ev": -7.5, "elements": ["N", "C", "C", "N", "C", "C", "O", "H", "H", "H", "H", "H", "H", "H", "H", "H", "H", "H", "H"], "coordinates": [[0.560, -2.114, 0.509], [-0.359, -2.385, -0.545], [-1.017, 0.670, 1.098], [0.385, 0.460, 1.014], [1.081, 1.042, -0.109], [0.226, 2.151, -0.814], [-0.723, 1.534, -1.519], [-1.009, -1.513, -0.723], [0.595, -0.557, 1.078], [1.145, -2.930, 0.687], [-0.998, -3.260, -0.337], [0.174, -2.525, -1.499], [-1.396, 0.811, 0.052], [-1.476, -0.182, 1.593], [-1.292, 1.543, 1.697], [1.222, 0.247, -0.843], [2.065, 1.447, 0.149], [-0.134, 2.860, -0.050], [0.952, 2.700, -1.440]], "atomic_forces_ev_per_a": [[-0.4, -0.1, 0.5], [-0.1, 0.7, 0.0], [0.3, -0.2, 0.9], [-0.2, -0.2, -0.3], [0.2, 0.2, 0.1], [0.1, 0.0, 0.0], [-0.3, 0.1, 0.2], [0.1, -0.3, 0.2], [0.0, -0.1, -0.2], [0.1, 0.1, -0.3], [0.2, 0.0, -0.2], [-0.1, -0.4, -0.1], [0.0, 0.2, -0.3], [0.0, -0.1, 0.0], [-0.1, 0.3, -0.4], [0.3, -0.1, 0.0], [-0.2, 0.2, 0.2], [-0.1, 0.0, 0.0], [0.0, -0.2, -0.2]]}

Record 2
{"formula": "C4H12N2O", "method": "wB97M-V/def2-TZVPD", "energy_ev": -9369.4035, "de_lowest_kcal_mol": 41.3, "homo_energy_ev": -8.5, "smiles": "CNC[C@H](N)CO", "elements": ["C", "N", "C", "C", "N", "C", "O", "H", "H", "H", "H", "H", "H", "H", "H", "H", "H", "H", "H"], "coordinates": [[2.341, 0.205, -1.180], [1.128, 1.007, -1.124], [-0.158, 0.385, -0.947], [-0.668, 0.246, 0.515], [0.215, -0.283, 1.540], [-1.999, -0.549, 0.465], [-2.319, -1.219, 1.680], [2.354, -0.656, -0.525], [3.167, 0.870, -0.991], [2.534, -0.170, -2.189], [1.241, 1.773, -0.480], [-0.950, 0.969, -1.441], [-0.206, -0.588, -1.439], [-0.901, 1.280, 0.805], [1.207, -0.255, 1.291], [0.052, -1.283, 1.652], [-2.784, 0.171, 0.241], [-1.960, -1.328, -0.279], [-2.293, -0.576, 2.407]], "atomic_forces_ev_per_a": [[-0.4, 0.1, -0.7], [0.1, 0.3, -0.1], [-0.6, -0.4, 0.5], [-0.2, 0.3, -0.5], [0.8, -1.0, -0.2], [0.2, 0.7, 1.0], [0.1, 0.2, 0.2], [0.1, -0.2, 0.4], [0.4, 0.1, 0.4], [-0.3, -0.1, -0.1], [0.0, 0.1, 0.0], [0.3, 0.1, -0.1], [0.4, -0.1, 0.0], [-0.1, 0.0, 0.2], [-0.4, 0.5, -0.1], [-0.3, 0.1, 0.1], [-0.2, -0.1, -0.4], [0.0, -0.2, -0.4], [0.0, -0.3, -0.3]]}

Record 3
{"formula": "C4H12N2O", "method": "wB97M-V/def2-TZVPD", "energy_ev": -9366.9691, "de_lowest_kcal_mol": 97.4, "homo_energy_ev": -9.0, "smiles": "C=NCCCN.O", "elements": ["C", "N", "C", "C", "C", "N", "H", "H", "H", "H", "H", "H", "H", "H", "H", "H", "O", "H", "H"], "coordinates": [[1.162, -1.515, -1.809], [0.870, -0.925, -0.675], [0.792, 0.598, -0.879], [-0.603, 1.279, -0.721], [-1.205, 1.193, 0.683], [-0.695, 2.303, 1.589], [0.511, -1.233, -2.555], [2.184, -1.994, -1.927], [1.220, 0.844, -1.814], [1.488, 1.048, -0.165], [-0.447, 2.386, -0.837], [-1.248, 0.914, -1.547], [-2.313, 1.169, 0.667], [-0.958, 0.194, 1.157], [0.200, 1.990, 2.064], [-0.273, 3.037, 1.054], [-0.341, -2.697, 1.473], [0.207, -3.492, 1.406], [0.060, -2.257, 0.674]], "atomic_forces_ev_per_a": [[1.3, 1.2, 3.6], [2.8, 0.5, -0.9], [-2.6, -0.4, 1.2], [0.7, 0.5, -0.3], [0.3, -0.9, 1.1], [1.3, -1.8, 0.6], [-0.4, 0.7, -3.0], [-2.0, -1.1, 0.2], [0.2, 0.2, -1.3], [-0.1, -0.6, 0.3], [-0.1, -0.9, -0.6], [0.1, 0.2, 0.6], [0.6, 0.6, -0.1], [-0.1, 1.1, -0.4], [-1.7, -0.1, -0.4], [-0.4, 0.7, -0.8], [1.1, 0.0, -1.6], [-0.4, -0.2, 0.6], [-0.7, 0.3, 1.0]]}

Record 4
{"formula": "C4H12N2O", "method": "wB97M-V/def2-TZVPD", "energy_ev": -9369.1213, "de_lowest_kcal_mol": 47.8, "homo_energy_ev": -9.4, "smiles": "C=NCCCN.O", "elements": ["C", "N", "C", "C", "C", "N", "H", "H", "H", "H", "H", "H", "H", "H", "H", "H", "O", "H", "H"], "coordinates": [[-2.126, 0.365, -0.879], [-1.024, -0.228, -0.894], [0.158, 0.351, -1.575], [1.072, 1.039, -0.533], [1.225, 0.307, 0.808], [1.822, -1.021, 0.444], [-3.058, -0.151, -0.624], [-2.244, 1.425, -1.166], [-0.203, 1.053, -2.325], [0.722, -0.483, -1.967], [2.066, 1.111, -0.980], [0.752, 2.076, -0.364], [1.977, 0.813, 1.434], [0.359, 0.227, 1.445], [2.418, -1.346, 1.201], [1.020, -1.653, 0.509], [-1.496, -1.630, 1.711], [-1.728, -1.388, 2.605], [-1.711, -0.866, 1.152]], "atomic_forces_ev_per_a": [[-0.3, 0.9, -0.4], [0.3, -0.9, -0.7], [-0.6, 0.3, 2.1], [-0.3, 0.8, 0.2], [2.0, -0.4, -0.8], [-1.2, -0.1, 0.9], [0.3, 0.0, 0.5], [0.0, -0.2, -0.3], [0.4, 0.0, -0.3], [-0.1, -0.1, -0.4], [0.0, 0.0, 0.1], [-0.2, -0.1, 0.0], [-0.2, 0.2, -0.4], [-0.6, -0.1, -0.2], [0.1, 0.1, 0.0], [0.3, -0.2, -0.4], [0.0, 0.1, -0.4], [-0.1, 0.1, 0.3], [0.2, -0.4, 0.1]]}

Record 5
{"formula": "C4H12N2O", "method": "wB97M-V/def2-TZVPD", "energy_ev": -9370.1351, "de_lowest_kcal_mol": 24.4, "homo_energy_ev": -9.5, "smiles": "[H]/N=C/N.CC(C)O", "elements": ["H", "N", "C", "N", "H", "H", "H", "C", "C", "C", "O", "H", "H", "H", "H", "H", "H", "H", "H"], "coordinates": [[0.762, -2.045, 0.060], [0.193, -2.490, -0.656], [-1.020, -2.158, -0.522], [-1.989, -2.668, -1.354], [-1.443, -1.533, 0.267], [-2.807, -2.103, -1.503], [-1.614, -3.098, -2.185], [-0.175, 0.968, 1.530], [0.385, 1.216, 0.150], [1.884, 1.437, 0.158], [-0.289, 2.368, -0.369], [-1.258, 0.874, 1.491], [0.092, 1.775, 2.209], [0.222, 0.034, 1.935], [0.141, 0.352, -0.481], [2.410, 0.548, 0.517], [2.122, 2.279, 0.811], [2.252, 1.654, -0.847], [0.131, 2.590, -1.210]], "atomic_forces_ev_per_a": [[0.0, -0.1, 0.0], [0.3, 0.3, 0.1], [-0.5, -0.3, -0.1], [0.2, 0.1, 0.0], [0.2, 0.2, 0.1], [-0.1, 0.0, 0.0], [-0.1, -0.1, -0.1], [0.1, -0.2, 0.0], [-0.2, 0.0, -0.1], [0.1, -0.1, 0.1], [0.1, 0.0, -0.1], [-0.1, 0.1, 0.0], [0.0, 0.1, 0.0], [0.1, 0.0, 0.0], [0.1, 0.0, 0.0], [0.0, 0.1, 0.0], [0.1, 0.0, 0.0], [0.0, 0.0, 0.0], [-0.2, 0.0, 0.1]]}

Record 6
{"formula": "C4H12N2O", "method": "wB97M-V/def2-TZVPD", "energy_ev": -9369.6260, "de_lowest_kcal_mol": 36.2, "homo_energy_ev": -8.0, "smiles": "C=C(N)CCN.O", "elements": ["C", "C", "N", "C", "C", "N", "H", "H", "H", "H", "H", "H", "H", "H", "H", "H", "O", "H", "H"], "coordinates": [[-1.521, 1.606, 0.955], [-0.346, 1.766, 0.343], [0.062, 3.010, -0.074], [0.670, 0.684, 0.221], [0.194, -0.620, -0.495], [-0.554, -1.546, 0.337], [-2.236, 2.410, 1.085], [-1.757, 0.724, 1.524], [0.757, 3.154, -0.782], [-0.549, 3.792, 0.082], [1.486, 1.047, -0.399], [1.104, 0.376, 1.171], [-0.502, -0.264, -1.263], [1.037, -1.154, -0.907], [0.053, -2.092, 0.938], [-1.387, -1.213, 0.790], [1.265, -3.699, -0.987], [1.060, -4.524, -0.520], [0.419, -3.371, -1.328]], "atomic_forces_ev_per_a": [[-0.5, 0.0, 0.4], [-0.2, 0.2, 0.7], [0.2, 0.6, -0.2], [0.7, -1.2, -1.0], [-1.4, 1.2, 0.9], [0.5, -0.9, -0.4], [0.1, 0.1, -0.2], [0.1, -0.3, -0.1], [0.0, -0.3, -0.1], [-0.1, -0.1, -0.1], [0.3, 0.2, 0.1], [0.0, 0.3, 0.2], [0.3, -0.3, -0.4], [0.2, 0.0, -0.2], [-0.3, 0.2, 0.1], [0.1, 0.3, 0.1], [-0.1, -0.2, 0.0], [0.0, 0.4, -0.2], [0.1, -0.1, 0.3]]}

Record 7
{"formula": "C4H12N2O", "method": "wB97M-V/def2-TZVPD", "energy_ev": -9369.1957, "de_lowest_kcal_mol": 46.1, "homo_energy_ev": -8.3, "smiles": "C=CN.NCCO", "elements": ["C", "C", "N", "H", "H", "H", "H", "H", "N", "C", "C", "O", "H", "H", "H", "H", "H", "H", "H"], "coordinates": [[-0.097, -2.952, -1.748], [-1.051, -2.102, -1.369], [-1.389, -1.793, -0.071], [0.614, -3.407, -1.071], [-0.003, -3.186, -2.799], [-1.617, -1.595, -2.138], [-1.049, -2.388, 0.665], [-2.316, -1.432, 0.086], [0.221, 1.748, -0.884], [0.818, 2.247, 0.361], [0.454, 1.371, 1.532], [0.966, 2.006, 2.705], [0.331, 0.741, -0.955], [0.732, 2.141, -1.664], [0.436, 3.249, 0.558], [1.910, 2.289, 0.314], [0.890, 0.378, 1.395], [-0.629, 1.261, 1.637], [0.778, 1.424, 3.446]], "atomic_forces_ev_per_a": [[0.1, 0.1, -0.3], [0.2, -0.6, -0.1], [-0.1, 0.6, 0.2], [-0.2, -0.2, 0.1], [0.2, 0.2, 0.0], [-0.3, 0.0, 0.1], [0.0, -0.1, -0.1], [0.1, 0.0, 0.0], [0.1, 0.0, 0.1], [-0.1, -0.1, -0.2], [-0.1, 0.2, 0.3], [0.1, -0.2, -0.1], [0.0, 0.0, 0.0], [-0.1, 0.0, -0.1], [0.1, 0.1, 0.0], [0.1, 0.1, 0.1], [0.0, -0.1, 0.0], [-0.1, 0.0, -0.3], [0.1, 0.1, 0.1]]}

Record 8
{"formula": "C4H12N2O", "method": "wB97M-V/def2-TZVPD", "energy_ev": -9368.8200, "de_lowest_kcal_mol": 54.7, "homo_energy_ev": -8.6, "smiles": "NCNCCCO", "elements": ["N", "C", "N", "C", "C", "C", "O", "H", "H", "H", "H", "H", "H", "H", "H", "H", "H", "H", "H"], "coordinates": [[1.896, 2.256, 1.126], [1.507, 0.843, 1.189], [0.391, 0.429, 0.364], [0.139, -0.979, 0.279], [-1.358, -1.266, -0.132], [-1.847, -0.423, -1.288], [-0.931, -0.367, -2.513], [1.379, 3.008, 1.529], [2.911, 2.347, 1.142], [1.166, 0.649, 2.235], [2.316, 0.184, 0.790], [0.450, 0.806, -0.551], [0.149, -1.286, 1.299], [0.834, -1.659, -0.321], [-1.854, -0.823, 0.701], [-1.457, -2.377, -0.288], [-1.886, 0.678, -1.000], [-2.851, -0.744, -1.679], [-0.953, -1.276, -2.882]], "atomic_forces_ev_per_a": [[1.2, -1.5, -1.6], [-0.3, 0.0, 0.7], [-1.1, 0.8, -0.5], [-0.7, -0.9, -0.6], [1.9, 0.0, -0.9], [0.4, 1.3, -2.3], [-1.1, -1.3, 1.6], [-0.3, -0.2, 0.5], [-0.8, 0.3, 0.1], [0.7, -0.7, -0.6], [0.4, 0.8, 1.2], [0.3, 0.6, -0.9], [0.4, -0.9, 0.9], [-0.4, 1.1, 0.5], [-1.1, -0.5, 0.8], [-0.3, 1.1, 0.4], [-0.1, -1.5, -0.2], [0.8, 0.3, 0.6], [0.1, 0.9, 0.2]]}